# 1
A 2-piece molecular cluster, C3H10NO overall, computed with wB97M-V/def2-TZVPD.

Structure (XYZ):
```
15
Properties=species:S:1:pos:R:3:mulliken_charge:R:1
C -0.987 0.706 -1.851 -1.339
C -0.993 -0.127 -0.584 -0.183
C 1.032 1.013 0.174 -0.203
N 0.124 0.135 0.344 0.106
H -1.157 1.755 -1.623 0.392
H -0.039 0.568 -2.374 0.418
H -1.743 0.275 -2.504 0.340
H -1.915 -0.088 0.002 0.367
H -0.975 -1.200 -0.802 0.329
H 1.595 1.467 0.983 0.271
H 1.153 1.494 -0.794 0.289
H 0.331 -0.681 0.954 0.258
H 1.320 -1.375 3.351 0.308
H 1.178 -2.447 2.298 0.318
O 1.077 -1.495 2.425 -0.671
```

Summary:
Total charge   +1
Maximum force   0.0367 Eh/bohr
Electronic energy   -6803.2652 eV
ΔE to the lowest compared entry with this formula, charge and spin   100.9 kJ/mol
Gap between HOMO and LUMO   11.17 eV
LUMO level   -5.104 eV

# 2
A 4-piece molecular cluster, C20H53B2N4O3 overall, computed with wB97M-V/def2-TZVPD.

Structure (XYZ):
```
82
Properties=species:S:1:pos:R:3:mulliken_charge:R:1
N 2.234 -5.386 0.561 -0.685
B 2.980 -4.153 0.900 0.584
O 4.349 -4.153 0.774 -0.664
C 2.241 -2.845 1.362 0.205
C 2.892 -2.216 2.607 -0.450
O 2.907 -0.844 2.380 -0.698
B 2.875 -0.593 0.899 1.031
O 2.543 -1.946 0.320 -0.737
H 1.988 -5.342 -0.420 0.239
H 2.822 -6.203 0.666 0.227
H 4.640 -3.357 0.322 0.307
H 1.173 -3.026 1.515 -0.184
H 2.325 -2.475 3.500 0.274
H 3.911 -2.596 2.706 0.336
H 3.963 -0.203 0.432 -0.325
H 1.993 0.270 0.669 -0.433
C -4.167 -2.283 1.616 -1.527
C -2.740 -1.982 2.052 -0.462
N -2.632 -0.749 2.803 0.961
C -1.256 -0.293 2.943 -0.819
C -0.288 -1.103 3.804 -1.268
C -3.479 -0.653 3.970 -0.937
C -3.349 -1.738 5.050 -1.311
H -4.592 -1.435 1.078 0.261
H -4.173 -3.148 0.952 0.453
H -4.817 -2.516 2.460 0.315
H -2.119 -1.869 1.161 0.422
H -2.341 -2.854 2.596 0.316
H -1.272 0.733 3.325 0.252
H -0.849 -0.221 1.931 0.565
H -0.475 -0.933 4.867 0.318
H 0.731 -0.770 3.590 0.381
H -0.327 -2.175 3.610 0.217
H -4.520 -0.633 3.632 0.547
H -3.307 0.328 4.420 0.401
H -3.327 -2.739 4.616 0.261
H -4.209 -1.693 5.724 0.402
H -2.453 -1.612 5.654 0.275
C 3.336 -2.343 -2.819 -1.171
C 2.370 -1.311 -3.367 -0.534
N 3.038 -0.155 -3.938 0.192
C 2.138 0.940 -4.224 -0.721
C 1.060 0.724 -5.299 -1.000
C 4.034 -0.443 -4.946 -0.740
C 3.607 -1.243 -6.188 -0.997
H 4.007 -1.897 -2.087 0.177
H 2.777 -3.131 -2.318 0.215
H 3.927 -2.802 -3.617 0.496
H 1.737 -0.965 -2.548 0.559
H 1.706 -1.808 -4.098 0.180
H 2.740 1.813 -4.494 0.363
H 1.646 1.197 -3.284 0.410
H 1.476 0.721 -6.306 0.216
H 0.326 1.532 -5.257 0.422
H 0.520 -0.210 -5.147 0.270
H 4.850 -0.985 -4.462 0.374
H 4.471 0.508 -5.261 0.386
H 3.002 -2.110 -5.920 0.262
H 4.492 -1.612 -6.712 0.368
H 3.039 -0.641 -6.896 0.281
C -3.436 1.928 0.845 -1.064
C -2.270 2.886 1.018 -0.378
N -1.898 3.610 -0.180 0.120
C -0.627 4.297 -0.042 -0.713
C -0.518 5.426 0.993 -1.046
C -2.964 4.347 -0.821 -0.734
C -3.719 5.400 0.007 -1.003
H -3.261 1.219 0.036 0.291
H -3.542 1.363 1.769 0.059
H -4.376 2.453 0.655 0.446
H -1.395 2.313 1.330 0.411
H -2.509 3.566 1.855 0.144
H -0.345 4.688 -1.022 0.402
H 0.120 3.538 0.203 0.401
H -1.036 6.331 0.675 0.244
H 0.533 5.687 1.135 0.413
H -0.912 5.128 1.964 0.271
H -3.694 3.623 -1.193 0.379
H -2.549 4.819 -1.715 0.390
H -3.990 5.020 0.992 0.262
H -4.646 5.674 -0.503 0.373
H -3.142 6.313 0.143 0.272
```

Summary:
Total charge   -1
Maximum force   0.0170 Eh/bohr
Electronic energy   -35058.5977 eV
Gap between HOMO and LUMO   6.62 eV
LUMO level   2.726 eV

# 3
A 2-piece molecular cluster, C6H5BrFN overall, computed with wB97M-V/def2-TZVPD.

Structure (XYZ):
```
14
Properties=species:S:1:pos:R:3:mulliken_charge:R:1
C -0.753 -0.374 0.434 -0.383
C -0.334 0.941 0.617 -0.309
C -0.019 -1.220 -0.306 -0.181
C 0.950 1.315 0.087 0.020
C 1.175 -0.802 -0.906 -0.604
C 1.622 0.432 -0.661 0.186
N 3.668 0.781 -0.921 -0.176
F 3.769 2.057 -0.319 -0.167
Br 4.358 -0.511 0.260 0.011
H -1.504 -0.803 1.108 0.308
H -1.087 1.610 1.232 0.248
H -0.355 -2.296 -0.402 0.288
H 1.434 2.368 0.146 0.288
H 1.843 -1.442 -1.359 0.472
```

Summary:
Total charge   0
Maximum force   0.0784 Eh/bohr
Electronic energy   -80547.2470 eV
ΔE to the lowest compared entry with this formula, charge and spin   416.1 kJ/mol
Gap between HOMO and LUMO (spin up / spin down)   9.15 / 9.15 eV
LUMO level (spin up / spin down)   -0.319 / -0.319 eV